(P)
Entry from the OMol25 dataset: a cluster of 4 separate species, C2H11NO3 in total (ωB97M-V with the def2-TZVPD basis set).

Positions of all 17 atoms, in Å:
O1 2.3870 -0.6126 -0.7955
O2 1.4071 0.1683 2.0902
O3 -0.1679 -0.8022 -2.4341
N1 -0.3786 1.0926 -0.2060
C1 -1.5731 -0.5895 1.1142
C2 -1.3861 0.6457 0.6769
H1 2.1261 -0.7276 0.1333
H2 0.7712 -0.4004 2.5324
H3 -0.6349 2.0381 -0.4716
H4 -0.3869 0.5090 -1.0497
H5 -0.6296 -0.6504 -3.2603
H6 -2.3955 -0.7311 1.8022
H7 0.8828 0.6724 1.4515
H8 -1.0411 -1.4151 0.6826
H9 2.2333 0.3377 -0.8848
H10 0.7797 -0.9606 -2.5130
H11 -1.9936 1.4258 1.1317

Computed properties:
* SMILES: C=CN.O.O.O
* HOMO-LUMO gap: 9.633 eV
* E_HOMO: -9.00 eV

(Q)
Entry from the OMol25 dataset: a cluster of 4 separate species, C2H11NO3 in total (ωB97M-V with the def2-TZVPD basis set).

Positions of all 17 atoms, in Å:
O1 -2.5374 0.1503 0.5313
O2 1.0448 0.0653 1.7626
O3 2.5243 -0.0822 -0.1435
N1 -0.8733 -0.0079 -1.2930
C1 -0.2330 1.1855 -0.7260
C2 -0.3326 -1.1926 -0.5895
H1 -0.6304 -1.1825 0.4972
H2 1.4634 -0.1184 2.5644
H3 0.8278 1.0531 -0.6986
H4 0.7607 -1.2512 -0.5703
H5 -0.7746 -2.1627 -1.0315
H6 -1.9250 0.0425 -0.9494
H7 -0.5248 1.3115 0.3659
H8 1.7639 -0.0107 0.9474
H9 -3.4734 0.2429 0.6965
H10 -0.5512 2.0645 -1.2957
H11 3.4707 -0.1076 -0.0679

Computed properties:
* HOMO-LUMO gap: 4.124 eV
* E_HOMO: -8.98 eV

Going by the energies, (P) is most stable and the next is 180.2 kcal/mol up.

(P)
Entry from the OMol25 dataset: a cluster of 4 separate species, C2H11NO3 in total (ωB97M-V with the def2-TZVPD basis set).

Positions of all 17 atoms, in Å:
O1 -1.1810 -1.1042 -1.1374
O2 1.4883 -0.7962 -1.7632
O3 1.7259 1.6278 -0.9921
N1 -1.2631 1.2571 0.8928
C1 -1.1559 0.1169 1.6752
C2 -0.0454 -0.6255 1.6072
H1 0.8307 -0.3737 1.0307
H2 1.4647 -1.5500 -2.3526
H3 -1.2745 -0.3027 -0.6037
H4 -1.9976 1.9273 1.0293
H5 0.5607 -0.5669 -1.5584
H6 -0.9375 -1.8005 -0.5131
H7 1.8250 1.1723 -1.8336
H8 2.3034 1.1151 -0.4258
H9 -2.0785 -0.2424 2.0911
H10 -0.3743 1.6396 0.5974
H11 0.1092 -1.4941 2.2560

Computed properties:
* SMILES: C=CN.O.O.O
* HOMO-LUMO gap: 9.484 eV
* E_HOMO: -8.62 eV

(Q)
Entry from the OMol25 dataset: a cluster of 4 separate species, C2H11NO3 in total (ωB97M-V with the def2-TZVPD basis set).

Positions of all 17 atoms, in Å:
O1 1.7910 -2.6133 -1.9940
O2 0.0685 5.0311 1.8745
O3 -2.0201 -3.0238 -0.3345
N1 0.4701 -0.5976 0.0550
C1 0.7987 -0.1479 1.1766
C2 -0.2588 0.3803 -0.7936
H1 -1.4175 -2.6281 0.3131
H2 -0.4519 1.1924 -0.0909
H3 1.3340 -1.9046 -1.5122
H4 0.0612 5.8637 1.3998
H5 1.0288 -3.1964 -2.1470
H6 0.4513 0.7843 1.6376
H7 0.3942 0.6234 -1.6393
H8 -2.8029 -3.3114 0.1490
H9 0.3283 4.3973 1.2086
H10 -1.1442 -0.1042 -1.2068
H11 1.3694 -0.7451 1.9040

Computed properties:
* SMILES: C=NC.O.O.O
* HOMO-LUMO gap: 10.913 eV
* E_HOMO: -10.42 eV

Going by the energies, (P) is most stable and the next is 15.5 kcal/mol up.

(P)
Entry from the OMol25 dataset: a cluster of 2 separate species, C6H19N2 in total (ωB97M-V with the def2-TZVPD basis set).

Positions of all 27 atoms, in Å:
N1 -0.4262 0.8862 -0.9452
N2 -0.2333 -2.0794 1.8756
C1 0.0439 -2.2971 0.4754
C2 1.7166 1.1298 -2.1408
C3 -1.4939 -2.7038 2.2584
C4 0.3743 1.7867 -1.8825
C5 -0.2428 -0.6641 2.1913
C6 0.4454 3.1596 -1.2419
H1 -0.3244 -0.5096 3.2631
H2 2.1790 0.7693 -1.2181
H3 -0.2144 1.8222 -2.7999
H4 -0.7579 -1.9021 -0.1862
H5 0.9909 -1.8214 0.2103
H6 -1.0982 -0.1485 1.7078
H7 0.6944 -0.2221 1.8420
H8 0.1300 -3.3582 0.2439
H9 -0.5046 -0.0720 -1.2934
H10 1.6268 0.2871 -2.8243
H11 0.0683 0.8310 -0.0501
H12 2.3930 1.8528 -2.5912
H13 -1.4624 -3.7643 2.0175
H14 -1.6477 -2.5869 3.3299
H15 1.1625 3.7925 -1.7586
H16 -1.3397 1.3066 -0.7723
H17 0.7899 3.0863 -0.2068
H18 -2.3520 -2.2496 1.7341
H19 -0.5175 3.6689 -1.2381

Computed properties:
* HOMO-LUMO gap: 8.705 eV
* E_HOMO: -11.99 eV
* net charge: +1

(Q)
Entry from the OMol25 dataset: a cluster of 2 separate species, C6H19N2 in total (ωB97M-V with the def2-TZVPD basis set).

Positions of all 27 atoms, in Å:
N1 0.0022 0.3381 -1.3782
N2 -0.5535 -0.0782 1.2705
C1 0.4580 -0.9196 1.9399
C2 -0.6038 1.2885 1.8564
C3 1.3928 -0.1119 -1.5169
C4 -0.1648 1.7908 -1.5746
C5 -1.8986 -0.7016 1.2121
C6 1.4394 -1.6014 -1.8976
H1 -2.5571 -0.0399 0.6575
H2 0.5194 -1.8751 1.4239
H3 1.8991 -0.0532 -0.5490
H4 -2.2619 -0.8382 2.2305
H5 -0.8979 1.2382 2.9034
H6 2.4022 -1.9035 -2.2958
H7 -1.3189 1.8845 1.2991
H8 -1.2241 2.0232 -1.4575
H9 1.2071 -2.1880 -1.0088
H10 1.4174 -0.4123 1.8975
H11 -1.7971 -1.6677 0.7236
H12 0.1727 -1.0805 2.9789
H13 -0.5488 -0.1752 -2.0532
H14 0.3830 1.7334 1.7663
H15 0.6775 -1.8491 -2.6403
H16 -0.2731 0.0743 0.1784
H17 0.1029 2.0745 -2.5944
H18 0.4323 2.3489 -0.8618
H19 1.9754 0.4915 -2.2116

Computed properties:
* HOMO-LUMO gap: 11.178 eV
* E_HOMO: -13.68 eV
* net charge: +1

Going by the energies, (Q) is most stable and the next is 12.0 kcal/mol up.

(P)
Entry from the OMol25 dataset: a cluster of 2 separate species, H3S2 in total (ωB97M-V with the def2-TZVPD basis set).

Positions of all 5 atoms, in Å:
S1 -0.0458 -0.6653 -1.6934
S2 -0.0104 0.6043 1.6645
H1 -0.1295 -0.1487 -0.4157
H2 -1.2896 0.8462 2.0037
H3 1.1633 -0.1283 -1.9073

Computed properties:
* HOMO-LUMO gap: 6.719 eV
* E_HOMO: -2.94 eV
* net charge: -1

(Q)
Entry from the OMol25 dataset: a cluster of 2 separate species, H3S2 in total (ωB97M-V with the def2-TZVPD basis set).

Positions of all 5 atoms, in Å:
S1 -1.0580 0.9171 1.0575
S2 1.1445 -0.7601 -1.0188
H1 0.3431 -0.1388 -0.1824
H2 -0.8418 0.3328 2.2348
H3 0.4123 -0.3510 -2.0911

Computed properties:
* HOMO-LUMO gap: 6.677 eV
* E_HOMO: -2.88 eV
* net charge: -1

Going by the energies, (P) is most stable and the next is 2.4 kcal/mol up.

(P)
Entry from the OMol25 dataset: a structure of composition BrOP (ωB97M-V with the def2-TZVPD basis set).

Positions of all 3 atoms, in Å:
Br1 2.9140 0.0399 0.0010
P1 0.1442 -0.8005 -0.0017
O1 -0.7207 0.4163 0.0023

Computed properties:
* HOMO-LUMO gap: 7.335 eV
* E_HOMO: -9.88 eV

(Q)
Entry from the OMol25 dataset: an isolated molecule of BrOP (ωB97M-V with the def2-TZVPD basis set).

Positions of all 3 atoms, in Å:
Br1 -1.5930 0.3090 -1.7069
P1 -0.7248 0.0811 0.3226
O1 0.6356 -0.0902 0.1296

Computed properties:
* SMILES: O=PBr
* HOMO-LUMO gap: 9.588 eV
* E_HOMO: -10.58 eV

Going by the energies, (Q) is most stable and the next is 24.0 kcal/mol up.

(P)
Entry from the OMol25 dataset: a structure of composition C23H24CoN5O4 (ωB97M-V with the def2-TZVPD basis set).

Positions of all 57 atoms, in Å:
Co1 -0.2726 -0.1202 0.0977
O1 1.1911 -0.5502 -1.1797
O2 -0.4337 -2.1836 0.7288
O3 2.4073 -2.1323 -3.0120
O4 -1.3665 0.7535 1.5792
N1 0.6842 -4.0980 0.4306
N2 1.0971 0.1509 1.5686
N3 0.6497 0.7888 2.7105
N4 -3.0855 3.5458 -4.1536
N5 -1.2116 1.1398 -1.3183
C1 -0.7878 1.1753 -2.5888
C2 -1.1839 2.7924 5.9050
C3 -3.3017 2.5303 4.8028
C4 4.0159 -1.8303 0.7828
C5 4.0776 -2.7170 -1.4292
C6 -0.0800 -3.0926 -0.0253
C7 -0.5502 2.1660 4.8446
C8 -1.2897 1.7188 3.7523
C9 2.2789 -1.1750 -0.8061
C10 -0.4707 -3.1534 -1.4875
C11 2.5721 -0.9742 -3.8206
C12 -2.4551 2.7738 -3.2171
C13 -2.5612 2.9762 5.8875
C14 4.6248 -2.6434 -0.1490
C15 -2.6673 1.9048 3.7389
C16 -0.6316 1.0433 2.5938
C17 -1.5910 -2.2454 -1.8268
C18 2.8530 -1.1045 0.4905
C19 2.9492 -1.9960 -1.7484
C20 2.2762 -0.3342 1.5849
C21 -2.8945 2.7355 -1.8905
C22 -2.2516 1.9180 -0.9900
C23 -1.3677 1.9613 -3.5570
H1 1.1015 -3.9903 1.3410
H2 2.2326 -0.0813 -3.2937
H3 4.4314 -1.7479 1.7810
H4 -0.7105 -4.1990 -1.7300
H5 -4.3757 2.6674 4.7862
H6 1.0896 -4.7596 -0.2078
H7 -1.5979 -1.7130 -2.7651
H8 -3.7290 3.3433 -1.5657
H9 1.9751 -1.1239 -4.7187
H10 2.8701 -0.2103 2.4911
H11 5.5156 -3.2029 0.1011
H12 0.4180 -2.8976 -2.0719
H13 -3.2298 1.5458 2.8879
H14 3.6222 -0.8548 -4.1025
H15 -0.9806 1.9489 -4.5677
H16 4.5241 -3.3381 -2.1965
H17 0.0568 0.5346 -2.8093
H18 -0.6025 3.1394 6.7499
H19 -3.7020 4.2729 -3.8367
H20 -2.6121 3.7270 -5.0209
H21 -3.0545 3.4646 6.7185
H22 0.5200 2.0136 4.8449
H23 -2.4369 -2.1368 -1.1633
H24 -2.5488 1.8737 0.0501

Computed properties:
* <S²>: 6.01
* HOMO-LUMO gap (alpha / beta): 7.709 / 7.191 eV
* multiplicity: 5
* E_HOMO (alpha / beta): -7.15 / -7.16 eV

(Q)
Entry from the OMol25 dataset: a structure of composition C23H24CoN5O4 (ωB97M-V with the def2-TZVPD basis set).

Positions of all 57 atoms, in Å:
Co1 -0.4052 -0.3815 0.3388
O1 -1.1178 0.0372 -1.4624
O2 -0.5476 -0.3755 2.3294
O3 1.6490 0.0071 -0.2241
O4 -0.9472 -0.0910 -4.1646
N1 -0.5969 1.6308 0.7882
N2 -0.7219 -2.4311 0.1251
N3 -1.5293 -6.4993 -0.1983
N4 2.5179 1.3261 -1.8155
N5 -0.6049 1.9274 2.1362
C1 -2.2890 -0.5661 -4.1558
C2 -0.5365 -0.1125 6.4810
C3 -1.2867 -5.1580 -0.0846
C4 -0.7894 1.1189 -3.5165
C5 -0.5390 -0.2070 5.0969
C6 -0.8679 1.1508 -2.0984
C7 -0.5953 2.2828 6.3129
C8 -1.4350 -4.2984 -1.1787
C9 -0.5970 2.1896 4.9311
C10 -0.5873 -3.2482 1.1765
C11 -0.4763 2.2326 -4.2630
C12 -0.3608 3.5351 -2.2672
C13 1.8907 -0.9393 -2.4347
C14 -1.1422 -2.9628 -1.0296
C15 -0.6455 2.4105 -1.4818
C16 -0.8465 -4.5984 1.1195
C17 1.9340 -2.2989 -1.8466
C18 -0.6612 2.6003 -0.0357
C19 -0.5647 1.1324 7.0917
C20 -0.5683 0.9413 4.3137
C21 -0.2548 3.4611 -3.6399
C22 1.9998 0.1575 -1.3977
C23 -0.5713 0.8147 2.8279
H1 -0.2082 4.4849 -1.7660
H2 -1.2460 -2.2624 -1.8498
H3 -0.2680 -2.7766 2.0975
H4 -2.2774 -1.5519 -4.6179
H5 2.3905 2.1214 -1.2091
H6 -0.5633 1.2081 8.1718
H7 -2.9307 0.0972 -4.7430
H8 -0.7158 -5.2127 2.0006
H9 -2.6714 -0.6373 -3.1365
H10 -0.6213 3.0753 4.3119
H11 -0.6184 3.2561 6.7865
H12 2.6125 1.5056 -2.8010
H13 -0.5131 -1.0116 7.0839
H14 -0.5195 -1.1695 4.6050
H15 -0.4104 2.1266 -5.3391
H16 -0.0220 4.3407 -4.2242
H17 0.9552 -0.7698 -2.9829
H18 1.5575 -3.1487 -2.3932
H19 2.6936 -0.7984 -3.1730
H20 -0.7034 3.6193 0.3514
H21 -2.0576 -6.8230 -0.9890
H22 -1.7760 -4.6738 -2.1350
H23 2.3199 -2.4417 -0.8490
H24 -1.6366 -7.0371 0.6435

Computed properties:
* <S²>: 6.01
* HOMO-LUMO gap (alpha / beta): 7.710 / 7.494 eV
* multiplicity: 5
* E_HOMO (alpha / beta): -7.19 / -7.22 eV

Going by the energies, (Q) is most stable and the next is 1.9 kcal/mol up.

(P)
Entry from the OMol25 dataset: a structure of composition FH2PS (ωB97M-V with the def2-TZVPD basis set).

Positions of all 5 atoms, in Å:
S1 2.9320 -0.3016 -0.6269
P1 0.1730 -0.7013 -0.4062
F1 2.6728 0.3624 0.8123
H1 -0.1931 0.4939 0.0221
H2 0.5248 -0.9624 0.8550

Computed properties:
* HOMO-LUMO gap: 7.431 eV
* E_HOMO: -9.20 eV

(Q)
Entry from the OMol25 dataset: a cluster of 2 separate species, FH2PS in total (ωB97M-V with the def2-TZVPD basis set).

Positions of all 5 atoms, in Å:
S1 0.8387 1.6065 -0.1316
P1 -1.9425 0.3363 -0.6580
F1 -2.6954 0.2516 0.7443
H1 -0.7957 -0.3032 -0.3194
H2 1.1945 1.6851 1.1623

Computed properties:
* HOMO-LUMO gap (alpha / beta): 8.004 / 6.762 eV
* E_HOMO (alpha / beta): -9.52 / -9.02 eV

Going by the energies, (Q) is most stable and the next is 20.7 kcal/mol up.

(P)
Entry from the OMol25 dataset: a cluster of 2 separate species, C3HBrNO3 in total (ωB97M-V with the def2-TZVPD basis set).

Positions of all 9 atoms, in Å:
Br1 -0.2618 1.8806 -0.3757
O1 -3.0586 -0.1572 1.0050
O2 2.3019 0.1592 -1.6154
O3 2.7367 -0.0191 0.5804
N1 -0.8531 -0.8986 0.3652
C1 2.3665 0.0544 -0.5110
C2 -2.0235 -0.2130 0.3801
C3 -1.2330 0.0376 -0.7793
H1 0.0249 -0.8439 0.9507

Computed properties:
* HOMO-LUMO gap: 6.483 eV
* E_HOMO: -3.21 eV
* net charge: -1

(Q)
Entry from the OMol25 dataset: the ion C3HBrNO3 with charge -1 (ωB97M-V with the def2-TZVPD basis set).

Positions of all 9 atoms, in Å:
Br1 -2.9978 0.6968 0.2596
O1 0.7197 -0.3207 -1.1456
O2 2.3280 0.4761 1.8952
O3 -0.7123 -1.8261 0.1182
N1 1.6007 -0.3783 -0.1352
C1 -0.6881 -0.7396 -0.3832
C2 1.8784 0.1803 0.8400
C3 -1.2341 0.4812 -0.4276
H1 -0.8944 1.4303 -1.0213

Computed properties:
* SMILES: O=C=NO/C([O-])=C/Br
* HOMO-LUMO gap: 7.275 eV
* E_HOMO: -3.84 eV
* net charge: -1

(R)
Entry from the OMol25 dataset: a cluster of 2 separate species, C3HBrNO3 in total (ωB97M-V with the def2-TZVPD basis set).

Positions of all 9 atoms, in Å:
Br1 2.4570 0.3597 -0.6075
O1 -0.4073 1.5441 -0.4258
O2 0.4173 2.9338 1.3275
O3 -1.1308 -1.6628 1.1869
N1 -0.4731 -1.5040 -0.9147
C1 -0.3984 -1.0986 0.3941
C2 0.3732 -0.3268 -0.4184
C3 -0.0780 2.2168 0.4674
H1 -0.7600 -2.4622 -1.0095

Computed properties:
* HOMO-LUMO gap (alpha / beta): 5.775 / 5.849 eV
* E_HOMO (alpha / beta): -2.20 / -2.36 eV
* net charge: -1

Going by the energies, (P) is most stable and the next is 22.7 kcal/mol up.